Entry 1:
The following is a quantum chemistry calculation of a gas-phase ion, C6H6ClN2 (charge +1), from the OMol25 dataset.

```
15
Properties=species:S:1:pos:R:3:forces:R:3
C -2.3452 1.7763 -1.1553 -0.982 2.843 -1.532
C -1.5770 -0.3617 -0.0490 0.357 -1.342 0.169
C -0.2380 -0.5959 0.0765 -2.363 -1.307 0.466
C 0.7321 0.4342 -0.0632 1.415 0.079 0.174
C 0.6163 1.8208 -0.4365 0.331 0.731 1.331
C 0.1220 -2.0014 0.4511 0.289 -0.509 0.254
N -2.0017 0.8116 -0.6447 0.513 -3.363 2.112
N 1.9968 0.3223 0.1161 0.707 0.986 0.762
Cl 0.4014 3.0955 0.6207 0.047 -0.808 -0.414
H -2.2858 -1.2482 0.3038 1.094 2.519 -1.144
H 0.9301 2.0781 -1.4121 0.066 0.395 -1.102
H -0.4219 -2.4296 1.3160 -1.129 0.116 -1.195
H 1.0010 -2.0265 1.0278 2.153 0.244 -0.121
H 0.2282 -2.6471 -0.4606 -0.281 0.392 1.131
H 2.8416 0.9716 0.3093 -2.218 -0.976 -0.890
```
Forces are in eV/Å.

## Properties
E_HOMO (alpha / beta) = -14.43 / -14.43 eV
Orbital gap (alpha / beta) = 7.72 / 7.72 eV
Net charge = +1

Results of the Mulliken charge analysis, in e, for atoms 1 through 2: -0.10, -0.23



Entry 2:
The following is a quantum chemistry calculation of a gas-phase ion, C5H10NO (charge -1), from the OMol25 dataset.

```
17
Properties=species:S:1:pos:R:3:forces:R:3
C -0.6836 0.5320 -2.7685 -1.088 -2.232 0.580
N -0.9283 -0.6731 -2.3809 -0.998 1.780 0.374
C -0.8080 -0.8621 -0.9018 -1.947 1.684 0.477
C 0.1026 0.1152 -0.1339 -4.436 1.010 -0.236
C 0.1974 -0.3436 1.2170 0.034 -1.748 4.290
C 1.2590 0.4206 2.1191 -3.105 -0.292 3.727
O 1.1038 0.2615 3.5769 -0.013 0.190 -3.129
H -1.1194 0.9261 -3.6708 0.500 -0.306 -0.854
H -0.2257 1.2109 -2.1065 0.423 1.135 0.698
H -1.9096 -0.7668 -0.3336 2.539 -0.361 -1.987
H -0.5023 -1.8623 -0.7360 0.395 -1.025 0.244
H 0.9740 0.2052 -0.6474 2.904 0.547 -1.278
H -0.4103 1.1076 0.0763 0.708 -0.601 -1.346
H -0.8074 -0.2895 1.7357 0.860 0.279 -0.451
H 0.3695 -1.4547 1.2338 0.454 0.732 0.279
H 1.2489 1.5016 1.8826 -0.022 -0.070 -0.446
H 2.1392 -0.0288 1.8380 2.791 -0.724 -0.942
```
Forces are in eV/Å.

## Properties
E_HOMO = -2.08 eV
Orbital gap = 5.54 eV
Net charge = -1

Results of the Mulliken charge analysis, in e, for atoms 1 through 2: -0.32, -0.51



Entry 3:
The following is a quantum chemistry calculation of a single C19H28N2O3S2 molecule, from the OMol25 dataset.

```
54
Properties=species:S:1:pos:R:3:forces:R:3
C -2.3606 3.3657 0.4065 -0.005 0.000 -0.001
S -2.1259 1.6293 0.8378 0.006 -0.001 0.004
C -0.3294 1.4910 0.6356 0.018 0.000 0.005
C 0.1046 2.0703 -0.7014 -0.006 0.005 -0.009
O 0.6224 3.1748 -0.7480 -0.001 0.002 0.004
N -0.1423 1.3547 -1.8204 0.007 -0.004 0.005
C -0.7889 0.0578 -1.9482 -0.005 -0.001 -0.003
C -1.6035 0.2166 -3.2279 0.004 0.001 -0.002
C -2.9528 0.9269 -2.9887 -0.001 -0.001 -0.001
S -2.9383 2.5211 -3.8666 -0.001 -0.001 0.000
C -1.6266 1.9651 -4.9784 -0.003 -0.003 -0.001
C -0.7005 1.0970 -4.1298 -0.002 -0.004 0.002
C 0.2236 0.2501 -4.9996 0.000 0.001 0.001
C 0.1061 1.9530 -3.1289 -0.002 0.010 0.006
C 0.4906 2.0191 1.8360 -0.003 -0.009 -0.020
N 0.7324 0.6278 2.2399 0.105 0.015 -0.137
C 1.8673 0.2530 2.9082 -0.161 -0.029 0.297
O 2.5401 1.0673 3.4991 0.004 0.000 -0.002
C 2.2101 -1.2395 2.8947 0.058 0.018 -0.309
C 1.0118 -2.2047 2.8068 -0.014 -0.004 0.171
C 1.4308 -3.3037 3.7564 0.009 0.004 -0.008
C 0.6015 -4.5040 4.0588 0.000 0.001 0.003
C 1.8725 -4.6441 3.2541 0.001 -0.005 -0.001
C 2.2336 -2.5652 4.7937 -0.007 0.002 0.005
O 2.9525 -1.5856 4.0530 0.003 -0.005 -0.002
C 0.1432 0.0655 1.0194 -0.007 0.009 -0.004
H -3.3989 3.5996 0.6345 0.000 0.000 0.001
H -1.7101 4.0019 1.0039 0.002 -0.001 0.001
H -2.1751 3.5412 -0.6523 0.002 0.002 0.003
H -0.0432 -0.7383 -2.0583 -0.001 -0.001 -0.002
H -1.4126 -0.1649 -1.0855 0.001 0.000 -0.003
H -1.7799 -0.7519 -3.6986 -0.001 0.000 -0.001
H -3.7770 0.3155 -3.3535 0.000 0.000 0.000
H -3.1197 1.1262 -1.9303 0.002 0.002 0.000
H -2.0441 1.3881 -5.8060 0.002 0.001 -0.001
H -1.1155 2.8360 -5.3898 0.001 0.000 -0.001
H 0.8865 0.8829 -5.5927 0.000 0.000 0.000
H 0.8514 -0.3999 -4.3859 0.000 0.000 -0.001
H -0.3505 -0.3781 -5.6832 0.000 0.000 0.000
H -0.2239 2.9914 -3.1080 0.001 -0.001 0.000
H 1.1737 1.9457 -3.3641 0.000 -0.004 -0.002
H 1.4016 2.5413 1.5457 -0.003 0.008 0.004
H -0.0618 2.6069 2.5664 0.001 0.002 0.001
H 2.8714 -1.3829 2.0293 -0.001 -0.002 0.002
H 0.1015 -1.7210 3.1701 0.000 -0.001 -0.003
H 0.8344 -2.5650 1.7940 0.001 -0.005 0.000
H 0.6041 -4.8790 5.0739 -0.001 0.000 0.000
H -0.3423 -4.6140 3.5413 -0.001 0.000 0.000
H 1.7779 -4.8463 2.1950 -0.002 0.002 0.000
H 2.7246 -5.1096 3.7310 0.000 0.001 0.001
H 1.5780 -2.0798 5.5283 0.001 -0.001 0.001
H 2.9538 -3.1904 5.3212 0.001 -0.001 -0.002
H -0.6544 -0.6601 1.1880 0.002 -0.001 0.001
H 0.8756 -0.3548 0.3232 -0.002 0.001 -0.003
```
Forces are in eV/Å.

## Properties
E_HOMO = -8.75 eV
Orbital gap = 9.07 eV

Results of the Mulliken charge analysis, in e, for atoms 1 through 2: -0.80, -0.12



Entry 4:
The following is a quantum chemistry calculation of a single C8H9N3 molecule, from the OMol25 dataset.

```
20
Properties=species:S:1:pos:R:3:forces:R:3
C -0.2959 -1.9745 0.4865 3.227 1.163 -0.443
C -0.5834 -0.7316 0.1481 1.133 1.975 -1.416
C 0.3115 0.4699 -0.0362 3.198 0.013 1.102
C 1.7217 0.5157 -0.0420 -1.685 -1.244 -1.099
C 2.6108 1.6991 0.1180 2.554 0.360 -1.633
C 2.5436 -0.6397 -0.2992 -1.581 -0.082 0.188
N 3.1620 -1.5786 -0.5290 0.507 -0.385 -0.049
C -0.6260 1.5987 0.0791 1.247 -2.368 -0.150
N -1.8139 1.1412 0.0922 -2.122 0.796 -1.124
N -1.8312 -0.1725 -0.0667 0.101 -1.350 0.979
C -3.0296 -0.9225 -0.3276 -0.281 1.343 0.410
H -1.1382 -2.5208 0.7087 -1.150 -2.134 0.515
H 0.8218 -2.2130 0.5366 -2.155 -0.312 0.191
H 2.5413 2.4364 -0.7343 -0.280 -0.503 1.118
H 3.7968 1.4371 0.1376 -3.075 0.311 0.146
H 2.3072 2.0583 1.0602 0.133 1.447 1.074
H -0.4797 2.5932 -0.1539 0.509 1.966 0.229
H -3.3383 -1.4922 0.5324 -0.186 -0.432 0.342
H -3.7780 -0.1516 -0.5170 -0.174 -0.315 -0.115
H -2.9025 -1.5523 -1.1934 0.081 -0.246 -0.263
```
Forces are in eV/Å.

## Properties
E_HOMO (alpha / beta) = -7.91 / -7.91 eV
Orbital gap (alpha / beta) = 7.16 / 7.15 eV

Results of the Mulliken charge analysis, in e, for atoms 1 through 2: -1.11, 0.42



Entry 5:
The following is a quantum chemistry calculation of a molecular structure, C29H31N4O2RhS4Si2, from the OMol25 dataset.

```
73
Properties=species:S:1:pos:R:3:forces:R:3
Rh -0.9669 0.2827 0.3606 0.266 0.556 -0.064
C 0.3661 -0.7496 3.6636 -0.007 -0.264 0.125
Si -0.6074 0.4912 2.6418 0.459 0.085 -0.524
C -2.2151 0.6414 3.6169 -0.290 0.031 0.077
C 0.3263 2.1245 2.9534 0.014 0.216 0.175
C 0.5055 2.6905 4.2254 0.048 -0.009 -0.132
C 1.1790 3.8926 4.3936 -0.011 -0.028 -0.051
C 1.7089 4.5454 3.2822 -0.023 -0.049 0.014
C 1.5583 3.9842 2.0222 -0.045 -0.091 0.028
C 0.8611 2.7811 1.8344 0.071 0.195 0.117
Si 0.5404 2.0022 0.1196 -0.324 -0.513 0.398
C -0.2219 3.4120 -0.8675 -0.114 0.210 -0.179
C 2.2497 1.7265 -0.6093 0.264 -0.033 -0.189
H 0.2891 -0.4807 4.7250 0.011 -0.014 -0.039
H 1.4195 -0.7599 3.3881 0.064 -0.034 -0.015
H -0.0240 -1.7625 3.5316 0.025 0.042 0.061
H -1.9896 0.8932 4.6595 -0.047 0.003 -0.011
H -2.7489 -0.3135 3.5960 0.019 0.037 0.051
H -2.8718 1.4120 3.2032 0.040 -0.023 0.047
H 0.1138 2.1796 5.1023 -0.031 0.027 -0.020
H 1.2902 4.3256 5.3830 0.014 -0.009 0.001
H 2.2305 5.4900 3.4030 0.020 -0.016 0.006
H 1.9856 4.4979 1.1637 -0.030 0.001 0.008
H 0.2921 4.3586 -0.6603 -0.018 -0.018 -0.046
H -1.2776 3.5180 -0.6006 0.048 0.023 0.000
H -0.1756 3.1984 -1.9384 -0.003 0.025 0.031
H 2.7408 2.6846 -0.8226 -0.004 -0.031 0.023
H 2.1815 1.1493 -1.5361 -0.001 0.008 0.048
H 2.8766 1.1673 0.0901 -0.013 0.006 -0.054
S 0.4472 -1.3773 -0.3975 0.397 -0.015 0.292
C 1.3469 -2.2411 0.8688 -0.067 0.009 -0.171
C 0.8043 -3.3789 1.4677 0.014 -0.038 0.146
C 1.5479 -4.1297 2.3731 -0.091 0.066 -0.087
C 2.8464 -3.7592 2.6975 0.009 0.029 0.006
C 3.3936 -2.6218 2.1144 -0.063 0.018 0.017
C 2.6502 -1.8743 1.2118 0.034 0.012 -0.027
H -0.2225 -3.6391 1.2356 0.024 -0.031 -0.016
H 1.1028 -5.0041 2.8357 -0.002 0.003 -0.011
H 3.4234 -4.3445 3.4048 0.001 0.001 0.003
H 4.4002 -2.3097 2.3719 0.004 -0.007 -0.016
H 3.0686 -0.9846 0.7558 0.019 -0.046 -0.003
C -5.4198 1.9255 0.1227 0.017 -0.036 -0.038
N -4.8776 0.6286 0.4758 -0.034 0.160 0.048
C -5.6376 -0.5172 0.4975 -0.010 -0.013 0.015
C -5.1089 -1.7211 0.7613 0.136 0.037 -0.016
C -3.6566 -1.8402 1.0240 -0.457 0.262 -0.116
O -3.1415 -2.8935 1.3755 -0.005 0.013 -0.060
N -2.9633 -0.6730 0.8520 0.146 -1.203 0.246
C -3.5163 0.4981 0.6413 0.189 -0.002 0.070
O -2.7442 1.4983 0.5840 -0.605 0.468 -0.041
H -6.4996 1.9068 0.2675 -0.002 0.007 0.004
H -5.1922 2.1772 -0.9151 0.005 -0.022 -0.015
H -4.9754 2.6903 0.7558 -0.008 -0.006 0.031
H -6.6914 -0.3711 0.2949 -0.011 0.015 0.003
H -5.7165 -2.6141 0.7776 -0.041 0.031 0.023
S -0.8101 -3.5494 -5.9131 0.181 -0.236 -0.044
C -0.6304 -2.3392 -4.7654 -0.108 0.182 -0.212
S -1.9179 -1.9468 -3.7083 -0.525 0.011 0.211
C -1.1046 -0.5076 -3.1420 0.097 -0.022 0.032
N 0.0777 -0.3952 -3.6586 -0.190 -0.159 -0.097
N 0.3489 -1.4410 -4.5430 0.876 0.270 0.103
C 1.7021 -1.4254 -5.0393 -0.517 0.049 0.117
C 2.2201 -2.4217 -5.8560 0.135 -0.100 -0.118
C 3.5391 -2.3393 -6.2928 -0.157 -0.087 0.015
C 4.3517 -1.2833 -5.9230 0.025 0.041 -0.027
C 3.8311 -0.2995 -5.0951 -0.141 0.032 0.065
C 2.5187 -0.3643 -4.6522 0.209 0.142 -0.016
S -1.8750 0.5739 -2.0546 0.111 -0.108 -0.230
H 1.6017 -3.2513 -6.1512 -0.036 -0.025 -0.007
H 3.9239 -3.1256 -6.9315 -0.002 -0.004 0.003
H 5.3746 -1.2236 -6.2746 0.009 -0.016 0.020
H 4.4481 0.5321 -4.7783 -0.001 0.002 0.008
H 2.1162 0.3940 -4.0000 0.036 -0.016 0.004
```
Forces are in eV/Å.

## Properties
E_HOMO = -1.55 eV
Orbital gap = 5.85 eV
Net charge = -2

Results of the Mulliken charge analysis, in e, for atoms 1 through 2: 0.02, -1.26



Entry 6:
The following is a quantum chemistry calculation of 11 unconnected molecules or ions with the total composition C4H28O12, from the OMol25 dataset.

```
44
Properties=species:S:1:pos:R:3:forces:R:3
O 2.0189 -1.7937 -1.8435 -0.748 0.698 -1.397
C 2.1215 -0.8645 -2.6324 2.135 -0.039 0.829
C 2.1610 0.6136 -2.1521 0.473 -0.751 -4.659
C 1.4803 0.8502 -0.9017 -1.990 1.030 2.118
C 2.0695 2.1099 -0.3031 -1.185 0.443 0.343
O 1.2993 2.4935 0.8758 -0.057 -1.439 0.418
H 2.5373 -1.1250 -3.6582 -0.923 0.548 0.635
H 1.6165 1.2034 -2.9596 1.064 -0.493 0.591
H 3.3292 0.8854 -2.2297 -2.530 -0.455 0.425
H 0.3012 0.8875 -0.8246 2.125 0.407 -1.273
H 1.6279 0.0202 -0.2767 0.771 -1.124 1.375
H 3.1321 2.0385 -0.0852 0.135 -0.493 0.536
H 2.0773 2.9013 -1.0914 -0.753 -0.094 0.872
H 0.9272 1.6733 1.3660 1.306 1.453 -0.857
O -0.9708 -0.8086 4.5371 3.196 1.100 -2.090
H -1.6553 -1.2378 4.9523 -2.382 -1.790 0.967
H -0.4870 -1.3009 3.7905 -1.349 -0.364 1.360
O -1.1497 3.2996 0.1015 1.607 -1.329 1.297
H -1.2203 4.2364 0.3098 0.248 -0.157 0.209
H -0.3168 2.8938 0.6330 -2.114 1.869 -1.864
O -2.2456 1.5329 -2.0292 -1.553 -3.739 0.401
H -2.2952 2.2876 -1.5117 0.403 2.858 1.480
H -2.7292 0.9017 -1.3733 1.473 1.007 -1.707
O 0.4700 0.7323 3.2460 -1.669 -0.869 -0.171
H 1.1098 1.1438 3.8131 0.200 0.234 0.576
H -0.2969 0.2989 3.8219 1.916 1.808 -0.969
O 0.5388 -2.4365 2.9543 1.369 0.441 1.352
H 1.1350 -2.0175 2.3095 -0.007 -0.068 -0.404
H 1.1370 -2.3963 3.7506 -1.011 -0.405 -0.885
O -2.1147 -0.0803 0.3990 1.289 -3.953 -2.350
H -1.9695 0.6422 0.9403 0.870 2.177 1.692
H -1.2564 -0.7247 0.2772 -2.709 1.902 0.823
O -1.7416 0.5635 -4.5461 -1.049 -4.210 -3.215
H -2.3840 -0.2362 -4.4346 1.800 2.833 0.282
H -1.7178 1.1408 -3.8352 -0.731 1.218 2.783
O 2.1248 -2.5521 0.6002 -0.737 -3.463 -0.261
H 1.9465 -3.5677 0.4455 0.745 2.801 0.864
H 1.9766 -2.2418 -0.3124 0.536 0.525 0.104
O -0.6929 -2.2476 0.2914 2.178 -0.729 -0.789
H -0.2776 -2.4913 1.1428 -0.733 0.131 -0.223
H 0.1034 -2.4144 -0.3000 -1.713 0.424 0.722
O -4.2804 -1.7708 -1.1274 0.272 -0.553 -2.396
H -3.5370 -1.6514 -1.7603 -0.893 -0.287 0.411
H -3.9025 -1.3909 -0.3692 0.725 0.898 2.045
```
Forces are in eV/Å.

## Properties
E_HOMO = -10.43 eV
Orbital gap = 10.51 eV

Results of the Mulliken charge analysis, in e, for atoms 1 through 2: -0.59, -0.07



> What is the formula in the first record?

C6H6ClN2